Entry 1:
ORCA calculation (ωB97M-V/def2-TZVPD) on a 4-piece molecular cluster, C23H50N3O10 overall.

## Properties
Charge = -1
HOMO = -0.16960 Eh
F_max = 0.8 eV/A
Orbital gap = 6.854 eV
Lowest unoccupied orbital energy = 2.239 eV

Geometry as XYZ:
```
86
Properties=species:S:1:pos:R:3:mulliken_charge:R:1
O -0.671 1.701 -0.849 -0.6074
C -1.874 1.557 -0.913 0.5085
C -2.962 2.556 -0.552 -0.6958
C -4.213 1.906 -1.145 0.5244
C -5.606 2.319 -0.595 0.2668
O -5.889 1.820 0.511 -0.7416
O -6.246 3.088 -1.319 -0.7424
C -3.842 0.470 -0.853 -0.5391
O -2.440 0.406 -1.334 -0.3680
H -2.704 3.559 -0.891 0.3286
H -3.026 2.598 0.543 0.3380
H -4.206 2.106 -2.220 0.2625
H -3.767 0.371 0.232 0.2453
H -4.477 -0.305 -1.266 0.1808
C 4.936 5.902 2.236 -0.6925
O 5.115 5.318 0.964 -0.3929
C 4.794 3.933 0.900 -0.7531
C 3.552 3.685 0.073 -0.3795
N 2.362 4.184 0.740 -0.0203
C 1.150 4.145 -0.084 -0.3432
C 1.113 5.002 -1.338 -0.7153
O 1.107 6.404 -1.106 -0.4377
C 2.373 6.998 -0.937 -0.5264
H 5.346 6.910 2.188 0.2577
H 3.880 5.966 2.521 0.2878
H 5.470 5.342 3.011 0.3261
H 4.668 3.525 1.908 0.3145
H 5.641 3.423 0.430 0.3694
H 3.442 2.606 -0.079 0.3523
H 3.717 4.142 -0.914 0.2816
H 2.533 5.135 1.043 0.0889
H 0.316 4.452 0.551 0.3891
H 0.952 3.112 -0.370 0.1283
H 0.173 4.780 -1.847 0.4230
H 1.920 4.749 -2.038 0.3326
H 3.140 6.490 -1.531 0.2608
H 2.696 7.008 0.110 0.1790
H 2.300 8.033 -1.274 0.2902
C -3.038 -5.901 -4.803 -0.7140
O -4.361 -6.141 -4.374 -0.3476
C -4.481 -7.045 -3.285 -0.7907
C -4.936 -6.341 -2.026 -0.2104
N -3.899 -5.463 -1.509 -0.3081
C -4.315 -4.605 -0.403 -0.8061
C -5.402 -3.570 -0.661 -0.4873
O -5.012 -2.529 -1.529 -0.3318
C -5.150 -2.783 -2.911 -0.6694
H -3.099 -5.315 -5.718 0.2406
H -2.453 -5.340 -4.066 0.3000
H -2.515 -6.839 -5.020 0.3404
H -3.531 -7.561 -3.110 0.4055
H -5.230 -7.794 -3.561 0.3889
H -5.166 -7.097 -1.268 0.3618
H -5.871 -5.812 -2.261 0.1860
H -3.557 -4.880 -2.261 0.0870
H -3.429 -4.069 -0.054 0.3838
H -4.643 -5.248 0.422 0.4175
H -5.625 -3.088 0.294 0.3844
H -6.338 -4.024 -1.012 0.3204
H -5.996 -3.446 -3.116 0.3177
H -4.243 -3.215 -3.347 0.2043
H -5.329 -1.825 -3.400 0.3176
C 4.320 -3.871 2.893 -0.7127
O 5.024 -2.770 2.362 -0.3588
C 4.534 -2.303 1.109 -0.8624
C 3.890 -0.942 1.236 -0.0652
N 2.645 -1.014 1.982 -0.2766
C 2.050 0.281 2.302 -0.7115
C 2.827 1.214 3.221 0.1153
O 2.934 0.766 4.563 -0.4896
C 3.994 -0.127 4.825 -0.5830
H 4.873 -4.216 3.765 0.2388
H 3.303 -3.608 3.204 0.3013
H 4.259 -4.691 2.170 0.3399
H 3.825 -3.021 0.686 0.4261
H 5.389 -2.229 0.430 0.3842
H 3.674 -0.564 0.232 0.3213
H 4.630 -0.267 1.692 0.1503
H 2.802 -1.527 2.840 0.0946
H 1.080 0.093 2.766 0.3051
H 1.850 0.809 1.364 0.3652
H 2.271 2.153 3.264 0.3626
H 3.821 1.458 2.824 -0.0638
H 4.860 0.077 4.187 0.2603
H 3.703 -1.174 4.692 0.1846
H 4.288 0.009 5.867 0.3029
```



Entry 2:
ORCA calculation (ωB97M-V/def2-TZVPD) on one molecule with the formula C18H16Cl2N4O2 at a distorted geometry.

## Properties
Charge = 0
HOMO = -0.30634 Eh
F_max = 1.2 eV/A
SMILES = O=C(Nc1cnn(Cc2ccc(Cl)cc2Cl)c1)c1noc2c1CCCC2
Orbital gap = 9.045 eV
Lowest unoccupied orbital energy = 0.709 eV

Geometry as XYZ:
```
42
Properties=species:S:1:pos:R:3:nbo_charge:R:1
O 0.218 -0.347 -1.803 -0.5952
C -0.498 -0.987 -1.061 0.6317
N -0.864 -0.617 0.192 -0.5784
C -0.505 0.563 0.831 0.0327
C -0.876 0.950 2.105 -0.0860
N -0.313 2.160 2.317 -0.1511
N 0.388 2.568 1.268 -0.2554
C 0.292 1.622 0.356 -0.0672
H 0.778 1.710 -0.592 0.2390
C -0.445 2.989 3.493 -0.2248
C 0.833 3.750 3.723 -0.0702
C 1.060 4.985 3.119 0.0098
C 2.254 5.664 3.301 -0.2491
C 3.239 5.098 4.093 -0.0238
C 3.043 3.868 4.699 -0.2354
C 1.844 3.208 4.505 -0.1604
H 1.689 2.246 4.972 0.2165
H 3.818 3.434 5.310 0.2306
Cl 4.725 5.940 4.323 0.0193
H 2.413 6.620 2.827 0.2411
Cl -0.145 5.707 2.128 0.0302
H -0.665 2.342 4.345 0.2168
H -1.275 3.692 3.354 0.2242
H -1.482 0.462 2.841 0.2142
H -1.462 -1.260 0.694 0.4222
C -1.082 -2.294 -1.442 0.1071
N -1.835 -2.997 -0.620 -0.1504
O -2.200 -4.129 -1.265 -0.2555
C -1.666 -4.119 -2.496 0.3176
C -0.936 -2.975 -2.677 -0.1441
C -0.214 -2.648 -3.932 -0.4206
H 0.763 -2.223 -3.702 0.2409
C -0.089 -3.922 -4.773 -0.3907
H 0.254 -3.665 -5.776 0.2149
C -1.426 -4.663 -4.860 -0.3863
H -1.348 -5.490 -5.567 0.2151
H -2.190 -3.975 -5.229 0.2023
C -1.852 -5.204 -3.490 -0.4542
H -2.891 -5.538 -3.501 0.2324
H -1.232 -6.061 -3.210 0.2238
H 0.655 -4.582 -4.322 0.1986
H -0.775 -1.884 -4.479 0.2179
```



Entry 3:
ORCA calculation (ωB97M-V/def2-TZVPD) on one molecule with the formula C19H22N2O4.

## Properties
Charge = 0
HOMO = -0.31038 Eh
F_max = 1.0 eV/A
SMILES = COc1ccc(C2(NC(C)=O)CCN(C(=O)c3ccco3)CC2)cc1
Orbital gap = 9.058 eV
Lowest unoccupied orbital energy = 0.612 eV

Geometry as XYZ:
```
47
Properties=species:S:1:pos:R:3:nbo_charge:R:1
C -0.249 6.603 0.130 -0.2517
H -0.217 7.495 0.754 0.2013
O 0.200 5.550 0.946 -0.4909
C 0.265 4.298 0.417 0.3121
C -0.089 3.957 -0.883 -0.3277
C 0.011 2.643 -1.302 -0.1279
C 0.446 1.629 -0.457 -0.1107
C 0.833 1.990 0.830 -0.1144
C 0.738 3.296 1.262 -0.2710
H 1.039 3.569 2.261 0.2238
H 1.240 1.262 1.510 0.2067
C 0.565 0.213 -1.009 0.1163
N 1.617 0.228 -2.032 -0.6356
C 2.910 0.549 -1.782 0.6899
O 3.346 0.752 -0.671 -0.6212
C 3.759 0.609 -3.037 -0.7104
H 3.680 -0.322 -3.595 0.2228
H 3.424 1.428 -3.670 0.2256
H 4.795 0.776 -2.759 0.2408
H 1.322 0.135 -2.991 0.3951
C 0.922 -0.850 0.046 -0.4228
H 1.823 -0.554 0.580 0.2490
H 1.142 -1.778 -0.488 0.2099
C -0.235 -1.096 1.016 -0.2270
N -1.421 -1.473 0.287 -0.4225
C -2.074 -2.657 0.328 0.6341
O -3.094 -2.860 -0.308 -0.6083
C -1.489 -3.727 1.180 0.1702
C -0.240 -4.294 1.221 -0.2826
C -0.333 -5.391 2.107 -0.3223
C -1.627 -5.413 2.533 0.1062
O -2.328 -4.423 1.972 -0.3668
H -2.145 -6.059 3.214 0.2061
H 0.452 -6.064 2.382 0.2310
H 0.630 -3.985 0.678 0.2269
C -1.841 -0.460 -0.656 -0.2315
C -0.738 -0.240 -1.689 -0.4034
H -1.074 0.492 -2.423 0.2128
H -0.552 -1.185 -2.207 0.2126
H -2.756 -0.810 -1.135 0.2549
H -2.043 0.474 -0.120 0.2029
H 0.026 -1.874 1.731 0.2325
H -0.462 -0.176 1.566 0.2010
H -0.251 2.422 -2.327 0.1952
H -0.436 4.702 -1.582 0.2177
H -1.276 6.439 -0.212 0.1754
H 0.405 6.746 -0.737 0.1756
```



Entry 4:
ORCA calculation (ωB97M-V/def2-TZVPD) on one molecule with the formula CH2ClFN2O at a distorted geometry.

## Properties
Charge = 0
HOMO = -0.37017 Eh
F_max = 3.4 eV/A
SMILES = NC(=O)N(F)Cl
Orbital gap = 10.167 eV
Lowest unoccupied orbital energy = 0.094 eV

Geometry as XYZ:
```
8
Properties=species:S:1:pos:R:3:nbo_charge:R:1
C -0.079 -0.647 0.050 0.7909
N -1.279 -0.059 -0.015 -0.8005
N 1.121 0.423 0.464 -0.1412
O 0.284 -1.785 0.047 -0.5387
F 0.748 1.782 -0.146 -0.3088
Cl 2.684 -0.114 -0.029 0.1793
H -1.382 0.883 -0.074 0.4101
H -2.097 -0.483 -0.297 0.4087
```



Entry 5:
ORCA calculation (ωB97M-V/def2-TZVPD) on one molecule with the formula C4H8N4O2 at a distorted geometry.

## Properties
Charge = 0
HOMO (alpha / beta) = -0.28806 / -0.28799 Eh
F_max = 5.3 eV/A
Orbital gap (alpha / beta) = 8.125 / 8.122 eV
Lowest unoccupied orbital energy (alpha / beta) = 0.286 / 0.285 eV

Geometry as XYZ:
```
18
Properties=species:S:1:pos:R:3:nbo_charge:R:1
C -1.910 -0.611 0.539 -0.3646
C -1.450 0.701 0.276 0.6039
C 1.546 -0.159 -1.139 -0.2927
C 2.369 0.133 0.073 -0.0724
N 0.141 -0.428 -0.891 -0.3705
N -1.342 -2.729 -0.325 0.0104
N -1.239 -1.624 -0.005 0.1070
N -2.159 1.773 0.616 -0.7955
O -0.480 0.844 -0.552 -0.3525
O 1.794 -0.591 1.101 -0.7398
H -2.602 -0.783 1.259 0.2229
H 1.605 0.515 -2.003 0.1972
H 1.921 -1.122 -1.319 0.2138
H 3.370 -0.325 -0.098 0.1561
H 2.485 1.112 0.414 0.1590
H -3.029 1.484 1.056 0.4095
H -1.947 2.739 0.195 0.4380
H 0.926 -0.930 0.801 0.4700
```



Entry 6:
ORCA calculation (ωB97M-V/def2-TZVPD) on a 7-piece molecular cluster, C4H22NO8 overall at a distorted geometry.

## Properties
Charge = 0
HOMO (alpha / beta) = -0.33827 / -0.33766 Eh
Multiplicity = 2
F_max = 3.6 eV/A
Orbital gap (alpha / beta) = 9.209 / 3.844 eV
Lowest unoccupied orbital energy (alpha / beta) = 0.004 / -5.344 eV

Geometry as XYZ:
```
35
Properties=species:S:1:pos:R:3:lowdin_spin:R:1
C -0.048 -2.157 0.151 0.0911
O -0.974 -1.999 1.184 0.0787
C 0.101 -1.011 -0.850 0.1462
C -0.910 0.202 -0.444 0.1579
C -0.687 1.412 -1.300 0.0245
O 0.631 1.904 -1.126 0.0128
N -0.004 -1.550 -2.143 0.3813
H 0.973 -2.400 0.511 0.0304
H -0.493 -3.099 -0.254 0.0008
H 1.018 -0.450 -0.580 0.0010
H -1.930 -0.100 -0.694 0.0024
H -0.613 0.299 0.585 0.0123
H -0.661 1.088 -2.340 0.0060
H -1.455 2.169 -1.095 0.0150
H 1.090 1.842 -0.252 -0.0001
H 0.658 -1.059 -2.754 0.0115
H -0.938 -1.392 -2.527 0.0197
H -1.944 0.945 1.829 0.0001
H -0.696 -1.464 1.949 0.0004
O -2.919 0.898 1.919 0.0025
H 2.921 0.721 1.091 0.0000
H 3.767 -0.415 1.809 0.0000
O 3.527 -0.065 0.946 0.0003
H -3.060 -1.589 -0.493 -0.0002
H -2.539 -2.940 -1.037 -0.0001
O -3.067 -2.169 -1.263 -0.0008
H -3.074 0.187 2.547 0.0001
H -0.240 0.795 3.341 0.0001
O -0.287 0.443 2.448 0.0032
H 2.374 2.634 -1.733 0.0000
H 2.437 1.327 -2.589 -0.0001
O 2.912 2.111 -2.324 -0.0001
H 0.463 0.933 1.890 0.0000
H 2.010 2.257 2.144 0.0000
O 1.659 1.690 1.454 0.0029
```